# 1
{
  "formula": "C49H49CrN6O8P2S3Se",
  "method": "ωB97M-V with the def2-TZVPD basis set",
  "homo_energy_ha": [-0.157, -0.166],
  "fmax_ha_per_bohr": 0.060,
  "spin_multiplicity": 4,
  "charge": 0,
  "homo_lumo_gap_ev": [3.488, 3.732],
  "symbols": ["Cr", "N", "S", "N", "S", "N", "S", "N", "C", "C", "C", "C", "C", "C", "C", "C", "C", "C", "C", "C", "C", "C", "C", "C", "C", "C", "C", "C", "C", "C", "C", "C", "C", "C", "C", "C", "C", "C", "C", "C", "C", "C", "C", "C", "H", "H", "H", "H", "H", "H", "H", "H", "H", "H", "H", "H", "H", "H", "H", "H", "H", "H", "H", "H", "H", "H", "H", "H", "H", "H", "H", "H", "H", "H", "C", "C", "O", "P", "O", "O", "O", "P", "O", "O", "O", "H", "H", "H", "H", "H", "H", "H", "C", "N", "N", "C", "O", "C", "C", "C", "C", "C", "C", "C", "C", "C", "H", "H", "H", "H", "H", "H", "H", "H", "H", "H", "H", "H", "Se"],
  "positions_angstrom": [[1.567, 0.002, -0.913], [-0.475, -1.496, 0.977], [-1.885, -1.494, 1.430], [-2.843, -0.562, 0.499], [-3.181, 0.959, 0.739], [-2.042, 2.011, 0.841], [-0.740, 2.106, -0.228], [0.235, 1.038, -0.067], [-1.405, 2.257, -1.884], [-1.507, 1.064, -2.583], [-1.957, 1.096, -3.891], [-2.260, 2.310, -4.490], [-2.110, 3.497, -3.788], [-1.684, 3.478, -2.468], [-0.123, 3.714, 0.233], [1.242, 3.891, 0.089], [1.790, 5.133, 0.373], [0.974, 6.167, 0.812], [-0.391, 5.970, 0.971], [-0.950, 4.737, 0.674], [-4.379, 1.365, -0.489], [-4.759, 2.702, -0.566], [-5.717, 3.079, -1.483], [-6.296, 2.129, -2.317], [-5.923, 0.796, -2.216], [-4.969, 0.403, -1.297], [-4.117, 1.136, 2.217], [-3.849, 2.126, 3.153], [-4.660, 2.223, 4.270], [-5.731, 1.358, 4.445], [-6.020, 0.403, 3.475], [-5.227, 0.303, 2.352], [-2.668, -3.062, 1.165], [-4.034, -3.256, 1.340], [-4.570, -4.511, 1.115], [-3.754, -5.554, 0.690], [-2.393, -5.344, 0.507], [-1.842, -4.099, 0.761], [-2.038, -1.043, 3.152], [-2.768, -1.801, 4.060], [-2.685, -1.501, 5.410], [-1.864, -0.471, 5.850], [-1.121, 0.266, 4.935], [-1.196, -0.024, 3.586], [-1.199, 0.137, -2.111], [-2.040, 0.173, -4.449], [-2.599, 2.331, -5.518], [-2.308, 4.445, -4.273], [-1.552, 4.400, -1.918], [1.853, 3.062, -0.250], [2.851, 5.292, 0.238], [1.403, 7.135, 1.038], [-1.023, 6.776, 1.320], [-2.010, 4.556, 0.797], [-4.293, 3.420, 0.098], [-6.018, 4.115, -1.552], [-7.038, 2.429, -3.044], [-6.371, 0.060, -2.869], [-4.642, -0.624, -1.208], [-3.004, 2.781, 2.991], [-4.453, 2.983, 5.011], [-6.353, 1.437, 5.326], [-6.873, -0.252, 3.591], [-5.440, -0.406, 1.562], [-4.670, -2.434, 1.639], [-5.628, -4.682, 1.269], [-4.181, -6.531, 0.503], [-1.758, -6.150, 0.168], [-0.779, -3.912, 0.653], [-3.379, -2.626, 3.723], [-3.250, -2.090, 6.120], [-1.794, -0.250, 6.906], [-0.471, 1.058, 5.280], [-0.622, 0.538, 2.857], [1.990, -5.410, 1.909], [2.377, -3.940, 1.890], [2.749, -3.472, 3.170], [0.998, -1.606, 1.922], [1.951, -0.653, 1.161], [0.921, -1.499, -1.668], [1.282, -3.209, 1.367], [4.031, -3.803, 0.924], [3.016, -4.984, -1.123], [4.443, -2.287, 1.084], [3.322, -3.679, -0.614], [1.090, -5.551, 2.516], [2.817, -5.983, 2.327], [1.795, -5.741, 0.889], [2.043, -3.660, 3.803], [3.675, -1.642, 1.050], [0.982, -2.297, -1.136], [3.847, -5.261, -1.535], [6.203, 0.548, -4.678], [5.626, -0.469, -3.806], [5.266, -0.026, -2.536], [4.024, -0.498, -2.215], [3.464, -0.278, -1.126], [3.591, -1.291, -3.324], [4.553, -1.219, -4.268], [4.578, -1.814, -5.630], [6.208, 0.539, -1.658], [7.559, 0.224, -1.793], [8.487, 0.781, -0.929], [8.072, 1.629, 0.087], [6.722, 1.918, 0.233], [5.786, 1.387, -0.639], [7.023, 1.048, -4.170], [5.451, 1.296, -4.948], [6.580, 0.063, -5.575], [2.634, -1.784, -3.352], [3.777, -2.544, -5.719], [5.531, -2.306, -5.829], [4.424, -1.041, -6.386], [7.869, -0.479, -2.555], [9.535, 0.539, -1.044], [8.798, 2.055, 0.767], [6.394, 2.570, 1.032], [4.736, 1.613, -0.535], [1.743, 1.547, -2.678]],
  "atomic_forces_ev_per_a": [[1.2, 0.8, 0.1], [-1.2, -0.4, 0.3], [1.4, 0.5, -0.9], [-0.9, 0.5, 0.2], [2.1, 0.1, -0.1], [-1.6, -0.2, 0.2], [1.6, -1.3, -0.4], [-2.4, 1.6, 1.1], [-0.3, 0.3, 0.3], [0.0, -0.2, 0.2], [-0.2, 0.0, 0.0], [0.0, -0.1, 0.0], [0.0, 0.1, 0.0], [-0.2, 0.0, 0.1], [-0.6, 0.1, 0.1], [0.2, -0.3, 0.0], [-0.2, 0.2, 0.1], [0.1, 0.0, 0.0], [-0.1, 0.0, 0.0], [0.0, 0.0, 0.0], [-0.4, -0.1, -0.5], [0.4, -0.2, 0.3], [-0.2, 0.0, -0.1], [0.1, 0.0, 0.1], [-0.2, 0.0, -0.2], [0.5, -0.1, 0.3], [-0.6, 0.4, 0.5], [0.3, -0.2, -0.4], [-0.1, 0.0, 0.3], [0.1, 0.0, -0.2], [-0.1, 0.1, 0.2], [0.4, 0.0, -0.3], [-0.4, -0.2, 0.2], [0.0, 0.1, -0.1], [-0.1, 0.0, 0.0], [0.2, 0.1, 0.0], [-0.3, -0.1, 0.0], [0.3, 0.3, 0.1], [-0.2, -0.4, 0.2], [0.0, 0.0, -0.2], [0.0, 0.0, 0.1], [0.0, 0.0, -0.1], [-0.1, 0.0, 0.2], [0.0, 0.1, -0.4], [0.1, -0.1, -0.1], [0.1, 0.0, 0.0], [0.0, 0.0, 0.0], [0.0, 0.0, 0.0], [0.0, 0.0, 0.0], [0.0, 0.0, -0.2], [0.0, 0.0, 0.0], [0.0, 0.0, 0.0], [0.0, 0.0, 0.0], [0.0, 0.1, 0.0], [0.0, 0.1, -0.1], [0.0, 0.0, 0.0], [0.0, 0.0, 0.0], [0.0, 0.0, 0.0], [0.0, 0.0, -0.1], [0.0, 0.0, 0.1], [0.0, 0.0, 0.0], [0.0, 0.0, 0.0], [0.0, 0.0, 0.0], [-0.1, -0.1, 0.1], [0.0, 0.0, 0.0], [0.0, 0.0, 0.0], [0.0, 0.0, 0.0], [0.0, 0.0, 0.0], [0.0, 0.0, -0.1], [0.0, 0.0, 0.0], [0.0, 0.0, 0.0], [0.0, 0.0, 0.0], [0.0, 0.0, 0.0], [0.1, 0.0, 0.0], [0.0, 0.3, 0.0], [0.2, 0.1, 0.0], [0.0, -0.1, 0.1], [0.9, 0.3, 0.2], [-0.2, -1.2, 0.0], [-0.7, -1.2, -0.7], [0.2, 0.3, 0.0], [-0.6, -0.7, -0.2], [0.0, -0.2, 0.2], [-0.8, 1.1, 0.1], [0.2, 0.2, -0.2], [0.0, 0.0, 0.0], [-0.1, -0.1, 0.0], [0.0, -0.1, 0.0], [0.0, 0.0, -0.1], [0.5, -0.2, -0.1], [0.1, -0.1, 0.2], [0.0, 0.2, 0.0], [-0.3, 0.2, 0.0], [0.6, -0.4, 0.0], [-0.4, 0.2, 0.0], [-0.2, 0.0, -0.1], [1.6, -0.8, 0.3], [0.1, 0.0, -0.3], [-0.2, -0.2, 0.4], [0.0, 0.2, 0.0], [0.3, 0.0, 0.1], [-0.1, -0.1, 0.0], [0.0, 0.0, 0.0], [0.1, 0.0, 0.0], [0.1, 0.0, 0.0], [-0.1, 0.1, 0.0], [0.0, -0.1, 0.0], [0.0, 0.0, 0.0], [0.0, 0.0, 0.0], [0.0, 0.0, 0.0], [0.0, 0.0, 0.0], [0.0, 0.0, 0.0], [0.0, 0.0, -0.1], [0.0, 0.0, 0.0], [0.0, 0.0, 0.0], [0.0, 0.0, 0.0], [0.0, 0.0, 0.0], [0.0, 0.0, -0.1], [0.1, 0.7, -0.5]]
}


# 2
{
  "formula": "C6H14N2O2",
  "method": "ωB97M-V with the def2-TZVPD basis set",
  "homo_energy_ha": -0.328,
  "fmax_ha_per_bohr": 0.028,
  "charge": 0,
  "relative_energy_ev": 0.739,
  "smiles": "CNC(C)=O.CNC(C)=O",
  "homo_lumo_gap_ev": 9.470,
  "symbols": ["C", "C", "C", "O", "N", "H", "H", "H", "H", "H", "H", "H", "C", "C", "C", "O", "N", "H", "H", "H", "H", "H", "H", "H"],
  "positions_angstrom": [[-1.020, -0.845, 3.005], [-2.412, 1.205, 0.128], [-0.990, -0.129, 1.654], [0.027, 0.312, 1.153], [-2.210, 0.087, 1.071], [-0.151, -1.493, 3.077], [-3.083, -0.284, 1.405], [-2.464, 2.113, 0.723], [-0.810, -0.048, 3.722], [-1.987, -1.300, 3.161], [-1.691, 1.220, -0.683], [-3.347, 0.986, -0.388], [1.134, 1.220, -2.652], [2.106, -1.571, -0.326], [2.224, -0.586, -1.455], [3.083, -0.612, -2.320], [1.258, 0.393, -1.474], [0.552, 0.439, -0.765], [1.109, 0.527, -3.501], [1.106, -1.882, -0.062], [0.264, 1.866, -2.606], [1.996, 1.842, -2.897], [2.767, -2.413, -0.506], [2.539, -1.047, 0.535]],
  "atomic_forces_ev_per_a": [[0.6, 0.9, -1.0], [-0.3, -1.2, 0.1], [-0.9, -0.2, 0.4], [0.1, 0.1, 0.1], [0.2, 0.5, -0.7], [-0.3, -0.4, -0.1], [0.4, -0.2, 0.5], [0.1, 0.4, -0.5], [-0.4, -0.1, 0.2], [0.1, -0.3, 0.4], [0.4, 0.2, 0.4], [-0.2, 0.4, 0.2], [0.5, -0.5, -0.7], [1.2, 0.4, 0.5], [-1.2, 0.7, -0.4], [0.1, -0.3, 0.2], [0.7, -0.1, -0.2], [0.0, -0.1, 0.4], [-0.5, 0.3, -0.2], [-0.2, 0.0, -0.2], [-0.2, -0.2, 0.1], [0.2, 0.1, 0.6], [-0.1, -0.1, -0.2], [-0.2, -0.2, 0.1]]
}